17
Properties=species:S:1:pos:R:3:nbo_charge:R:1 method="wB97M-V/def2-TZVPD" e_tot_ha=-322.3243 mol_weight_g_mol=100.14 smiles="C[C@@]1(N)C=C[NH2+]N1" homo_energy_ev=-13.7 charge=+1
C -1.1329 0.4634 0.3027 -0.063
C -0.6419 1.7794 -0.0240 -0.130
C -0.0295 -0.5133 0.0453 0.183
C -0.0446 -1.6574 1.1271 -0.611
N 1.2022 0.3217 0.1341 -0.420
N -0.4175 -1.0953 -1.2364 -0.850
N 0.8164 1.6779 -0.2339 -0.396
H -2.1344 0.2236 0.3547 0.252
H -1.0741 2.7299 0.0457 0.248
H -0.5672 -1.1677 2.0332 0.237
H 1.0259 -1.9486 1.3908 0.252
H -0.7034 -2.4336 0.7243 0.232
H 1.9552 0.1052 -0.4966 0.384
H -0.3404 -2.1107 -1.2212 0.405
H -0.2749 -0.5725 -2.0681 0.387
H 1.2096 1.7293 -1.2522 0.438
H 1.1513 2.4685 0.3746 0.452